Entry 1:
DFT (the ωB97M-V functional and the def2-TZVPD basis) results for a 2-piece molecular cluster, C2HNO3 overall in a non-equilibrium geometry.

Positions of all 7 atoms, in Å:
C1 -0.385 -1.279 -0.028
C2 2.493 -1.271 0.004
N1 -0.073 -0.092 0.120
O1 -0.716 -2.378 -0.016
O2 3.572 -0.905 0.031
O3 1.139 0.422 -0.103
H1 -0.730 0.588 0.052

Output
relative energy (zero: lowest compared OMol25 entry of this formula, charge and spin)	416.97	kJ/mol
frontier orbital gap	8.889	eV
HOMO	-9.237	eV

Entry 2:
DFT (the ωB97M-V functional and the def2-TZVPD basis) results for one molecule with the formula C2HNO4 in a non-equilibrium geometry.

Positions of all 8 atoms, in Å:
C1 1.377 -0.709 -0.027
C2 -0.325 -0.378 -0.002
N1 -0.814 0.911 -0.023
O1 -0.231 1.855 0.494
O2 2.090 -0.949 -0.899
O3 -1.859 1.149 -0.601
O4 0.800 -0.569 1.083
H1 -1.039 -1.311 -0.025

Output
relative energy (zero: lowest compared OMol25 entry of this formula, charge and spin)	498.47	kJ/mol
frontier orbital gap	10.316	eV
SMILES string	O=C1O[C@H]1[N+](=O)[O-]
HOMO	-10.762	eV

Entry 3:
DFT (the ωB97M-V functional and the def2-TZVPD basis) results for a 2-piece molecular cluster, C2HNOS overall in a non-equilibrium geometry.

Positions of all 6 atoms, in Å:
C1 -1.212 -0.755 -1.140
C2 1.625 -0.305 1.365
N1 1.108 0.708 1.209
O1 -2.120 -1.263 -0.667
S1 -0.077 -0.013 -1.926
H1 0.675 1.629 1.159

Output
relative energy (zero: lowest compared OMol25 entry of this formula, charge and spin)	59.28	kJ/mol
frontier orbital gap	11.208	eV
HOMO	-10.657	eV

Entry 4:
DFT (the ωB97M-V functional and the def2-TZVPD basis) results for C2HNiO4 as an isolated structure in a non-equilibrium geometry.

Positions of all 8 atoms, in Å:
O1 -2.652 1.682 -1.256
C1 -1.723 1.327 -0.683
O2 -0.919 1.221 0.182
C2 1.298 -1.266 0.122
O3 0.479 -1.540 1.038
O4 1.968 -0.201 0.259
Ni1 0.444 0.480 1.274
H1 1.105 -1.703 -0.935

Output
<S²>	2.00
frontier orbital gap (alpha / beta)	10.275 / 9.090	eV
charge	+1
multiplicity	3
HOMO (alpha / beta)	-16.154 / -16.132	eV

Entry 5:
DFT (the ωB97M-V functional and the def2-TZVPD basis) results for C2HO2Pt as an isolated structure in a non-equilibrium geometry.

Positions of all 6 atoms, in Å:
O1 -1.484 1.850 -1.862
C1 -0.946 1.161 -1.166
O2 0.486 -1.098 1.439
C2 1.539 -1.703 1.823
Pt1 0.063 -0.142 0.139
H1 2.352 -0.934 2.003

Output
<S²>	2.01
frontier orbital gap (alpha / beta)	8.744 / 7.583	eV
charge	+1
multiplicity	3
HOMO (alpha / beta)	-15.046 / -15.817	eV

Entry 6:
DFT (the ωB97M-V functional and the def2-TZVPD basis) results for an isolated ion of composition C2HO2S2 and charge -1 in a non-equilibrium geometry.

Positions of all 7 atoms, in Å:
C1 -1.187 -0.234 0.100
C2 0.130 0.241 -0.247
O1 -2.218 0.034 -0.511
O2 -0.856 -0.893 1.171
S1 0.519 2.069 -0.014
S2 1.335 -0.946 0.069
H1 2.277 -0.271 -0.567

Output
relative energy (zero: lowest compared OMol25 entry of this formula, charge and spin)	125.12	kJ/mol
frontier orbital gap (alpha / beta)	7.608 / 7.609	eV
SMILES string	O=C([O-])C(=S)S
charge	-1
HOMO (alpha / beta)	-4.428 / -4.429	eV

Entry 7:
DFT (the ωB97M-V functional and the def2-TZVPD basis) results for a 2-piece molecular cluster, C2HO2S2 overall in a non-equilibrium geometry.

Positions of all 7 atoms, in Å:
C1 -1.562 0.098 -0.171
C2 0.645 -0.086 0.482
O1 -2.001 0.956 0.476
O2 -1.527 -0.715 -0.989
S1 1.945 -1.284 0.123
S2 1.525 0.315 -1.045
H1 0.975 0.716 1.124

Output
relative energy (zero: lowest compared OMol25 entry of this formula, charge and spin)	166.80	kJ/mol
<S²>	2.01
frontier orbital gap (alpha / beta)	4.327 / 5.636	eV
charge	-1
multiplicity	3
HOMO (alpha / beta)	-0.771 / -2.965	eV

Entry 8:
DFT (the ωB97M-V functional and the def2-TZVPD basis) results for a 2-piece molecular cluster, C2HO3PS overall in a non-equilibrium geometry.

Positions of all 8 atoms, in Å:
C1 -1.085 -1.165 0.011
C2 -1.230 -0.699 1.125
O1 2.349 1.507 -0.692
O2 0.611 1.692 -2.562
O3 1.829 -0.465 -2.180
P1 1.569 0.929 -1.808
S1 -1.628 -0.371 2.954
H1 -2.414 -1.427 3.151

Output
relative energy (zero: lowest compared OMol25 entry of this formula, charge and spin)	68.50	kJ/mol
frontier orbital gap	5.884	eV
charge	-2
HOMO	-0.750	eV

Entry 9:
DFT (the ωB97M-V functional and the def2-TZVPD basis) results for an isolated ion of composition C2HO3S and charge -1 in a non-equilibrium geometry.

Positions of all 7 atoms, in Å:
C1 0.206 -0.701 -0.366
C2 2.825 -0.494 0.380
O1 1.212 -0.522 0.554
O2 3.267 -1.283 1.166
O3 0.208 -0.325 -1.523
S1 3.470 0.584 -0.671
H1 -0.612 -1.005 0.244

Output
relative energy (zero: lowest compared OMol25 entry of this formula, charge and spin)	39.35	kJ/mol
frontier orbital gap	7.745	eV
SMILES string	O=COC([O-])=S
charge	-1
HOMO	-3.852	eV

Entry 10:
DFT (the ωB97M-V functional and the def2-TZVPD basis) results for C2HO3Tl as an isolated structure in a non-equilibrium geometry.

Positions of all 7 atoms, in Å:
O1 -1.851 1.255 0.303
H1 -2.295 1.235 -0.556
O2 0.937 -1.036 0.212
O3 1.551 -0.641 -1.097
C1 -0.102 -0.310 0.502
C2 -1.243 0.092 0.577
Tl1 3.003 -0.594 0.059

Output
relative energy (zero: lowest compared OMol25 entry of this formula, charge and spin)	450.61	kJ/mol
frontier orbital gap (alpha / beta)	4.650 / 4.557	eV
charge	+2
HOMO (alpha / beta)	-19.733 / -20.026	eV

Entry 11:
DFT (the ωB97M-V functional and the def2-TZVPD basis) results for a 2-piece molecular cluster, C2I2N2O2 overall in a non-equilibrium geometry.

Positions of all 8 atoms, in Å:
C1 -0.823 0.447 1.075
C2 1.583 0.575 -0.892
N1 -0.617 1.573 1.427
N2 2.362 0.724 -0.049
O1 3.219 0.974 0.714
O2 -0.190 2.625 1.702
I1 -1.626 -1.330 1.280
I2 0.169 -0.023 -2.106

Output
relative energy (zero: lowest compared OMol25 entry of this formula, charge and spin)	44.15	kJ/mol
<S²>	2.01
frontier orbital gap (alpha / beta)	6.141 / 6.214	eV
multiplicity	3
HOMO (alpha / beta)	-6.297 / -9.441	eV